Formula: C13H15IrNO4
Source: the OMol25 dataset
Level of theory: ωB97M-V/def2-TZVPD

CARTESIAN COORDINATES (ANGSTROEM)
H1 -1.2979 -0.4806 -1.0328
H2 -1.3671 2.4461 -1.1382
C1 0.3466 1.6454 -1.9574
H3 0.6271 0.7071 -2.4269
C2 1.3926 0.1902 2.0048
O1 1.2848 -5.1495 -0.1761
C3 0.8449 -2.6403 2.4471
H4 -3.0483 1.3912 -2.4007
C4 0.8976 -4.0999 0.1186
C5 0.3009 2.3925 2.3367
H5 0.2299 3.3501 2.7785
O2 -3.0050 -2.8938 0.9461
N1 -1.1017 1.5364 -1.5631
C6 0.4449 -0.3322 1.1223
H6 0.9761 1.8543 -1.0717
H7 3.9597 -1.8764 -0.0352
C7 -2.0029 1.3561 -2.7346
H8 -1.8332 2.1676 -3.4491
H9 2.0622 1.7834 3.3142
C8 -1.8554 -2.7457 0.8147
C9 0.5283 -1.9591 -1.2977
Ir1 -0.0348 -2.4545 0.6309
C10 -0.5869 1.8310 1.3576
H10 -1.7744 0.3971 -3.2014
C11 -1.3704 0.4575 -0.4978
O3 1.2835 -2.8382 3.5169
H11 -1.3372 2.5281 1.0430
H12 3.7127 -1.1981 0.3298
O4 0.6617 -1.8444 -2.4374
H13 -2.4363 0.4645 -0.2150
H14 2.1704 -0.5174 2.3457
C12 1.3710 1.4432 2.5695
H15 0.4112 2.4454 -2.7129
C13 -0.4549 0.6429 0.6716

As for the total charge: +3. Its spin multiplicity is 5. The value obtained for the maximum force is 8.0 eV/Å. The energy above the lowest of the compared OMol25 structures with the same formula, charge and spin comes out at 6.6 kcal per mole. As for the LUMO energy (spin up / spin down): -11.022 / -15.309 eV. The orbital gap (spin up / spin down) is 6.7 / 5.8 eV. The calculation puts the calculated total energy at -963.0073 a.u. Its expectation value of S² is 6.028.